Below is a cluster of 3 separate species, C4H16NO2 in total at a distorted geometry, with properties calculated with ωB97M-V/def2-TZVPD.

Geometry as ORCA input:
```
! wB97M-V def2-TZVPD RIJCOSX def2/J DEFGRID3
* xyz 1 1
C 0.480 -0.086 -0.857
C 0.055 -0.271 0.588
C 1.125 -0.976 1.438
C 1.949 -2.076 0.746
N -0.237 1.123 -1.411
H 1.535 0.117 -0.969
H 0.229 -0.931 -1.501
H -0.047 0.758 0.898
H -0.918 -0.747 0.552
H 1.779 -0.198 1.833
H 0.596 -1.419 2.277
H 1.358 -2.978 0.657
H 2.871 -2.261 1.280
H 2.218 -1.776 -0.267
H -0.152 1.844 -0.689
H -1.237 0.881 -1.387
H 0.054 1.562 -2.282
H -2.836 -0.786 -2.900
H -3.766 0.140 -1.906
O -2.965 0.038 -2.422
H -0.019 2.985 1.850
H -1.174 2.452 2.692
O -0.900 2.604 1.780
*
```

As for the HOMO energy: -14.964 eV. As for the LUMO energy: -3.13 eV. The total energy is -9986.3501 eV. Its orbital gap is 11.84 eV.

Löwdin population analysis, charges in e, atoms 1 to 6: number 1, C, carries -0.17; number 2, C, carries -0.19; number 3, C, carries -0.22; number 4, C, carries -0.08; number 5, N, carries 0.19; number 6, H, carries 0.13

Below is a cluster of 5 separate species, C4H16NO2S in total at a distorted geometry, with properties calculated with ωB97M-V/def2-TZVPD.

Geometry as ORCA input:
```
! wB97M-V def2-TZVPD RIJCOSX def2/J DEFGRID3
* xyz 1 1
C -2.475 1.804 -1.864
C 4.028 0.130 -0.846
C 5.009 1.005 -0.820
S 0.787 -0.480 0.228
C 0.173 -1.905 -0.607
N -3.043 0.580 -1.324
H -1.471 1.983 -1.502
H -2.408 1.672 -2.943
H 4.010 -0.680 -0.128
H 3.148 0.264 -1.465
H 5.832 0.964 -0.101
H 5.053 1.825 -1.536
H -0.819 -2.152 -0.246
H 0.176 -1.669 -1.667
H 0.872 -2.730 -0.381
H -3.129 0.662 -0.306
H -3.049 2.713 -1.643
H -3.956 0.313 -1.660
H -0.342 -1.046 1.743
H -0.167 -1.541 3.237
O -0.804 -1.395 2.519
H -2.273 0.224 2.108
H -3.380 1.340 2.188
O -2.877 0.786 1.574
*
```

As for the HOMO energy: -12.879 eV. As for the LUMO energy: -9.48 eV. The total energy is -20815.1683 eV. Its orbital gap is 3.40 eV.

Löwdin population analysis, charges in e, atoms 1 to 6: number 1, C, carries -0.14; number 2, C, carries -0.10; number 3, C, carries -0.03; number 4, S, carries 0.99; number 5, C, carries -0.39; number 6, N, carries 0.04

Below is a cluster of 4 separate species, C4H16O4 in total at a distorted geometry, with properties calculated with ωB97M-V/def2-TZVPD.

Geometry as ORCA input:
```
! wB97M-V def2-TZVPD RIJCOSX def2/J DEFGRID3
* xyz 0 1
C 3.401 1.992 -0.551
O 4.296 3.046 -0.975
H 2.352 2.164 -0.779
H 3.786 1.076 -1.009
H 3.570 1.893 0.519
H 4.066 3.231 -1.892
C -3.438 -0.805 1.490
O -3.550 0.213 0.495
H -4.367 -0.881 2.058
H -3.196 -1.768 1.047
H -2.598 -0.588 2.159
H -3.466 1.065 0.931
C 0.925 -2.498 1.117
O -0.343 -2.561 0.469
H 1.586 -3.252 0.696
H 1.360 -1.500 1.025
H 0.799 -2.670 2.191
H -0.544 -1.652 0.185
C -0.551 0.652 -1.820
O -0.850 0.043 -0.550
H -0.834 1.710 -1.782
H 0.513 0.547 -2.010
H -1.149 0.225 -2.630
H -1.767 0.318 -0.385
*
```

As for the HOMO energy: -9.759 eV. As for the LUMO energy: 0.56 eV. The total energy is -12595.6305 eV. Its orbital gap is 10.32 eV.

Löwdin population analysis, charges in e, atoms 1 to 6: number 1, C, carries -0.15; number 2, O, carries -0.14; number 3, H, carries 0.06; number 4, H, carries 0.08; number 5, H, carries 0.08; number 6, H, carries 0.07

Below is a cluster of 4 separate species, C4H16O6 in total at a distorted geometry, with properties calculated with ωB97M-V/def2-TZVPD.

Geometry as ORCA input:
```
! wB97M-V def2-TZVPD RIJCOSX def2/J DEFGRID3
* xyz 0 1
O -0.495 0.266 -1.987
H -0.807 0.794 -1.264
H -0.217 0.986 -2.587
O 0.910 2.313 -3.479
H 1.114 3.063 -4.062
H 1.539 2.331 -2.772
C 1.044 -2.122 -0.125
C 1.988 -3.261 0.047
O 1.929 -3.802 1.318
O 1.165 -1.940 -1.487
H 1.211 -1.257 0.477
H 0.001 -2.460 -0.017
H 3.020 -2.889 -0.107
H 1.810 -4.024 -0.654
H 2.325 -4.659 1.279
H 0.515 -1.224 -1.739
C -1.621 1.088 2.137
C -1.784 2.344 1.230
O -1.291 2.328 -0.031
O -2.014 1.493 3.396
H -0.621 0.687 2.204
H -2.181 0.230 1.811
H -1.424 3.263 1.714
H -2.827 2.514 1.177
H -1.369 3.220 -0.462
H -1.923 0.710 3.992
*
```

As for the HOMO energy: -9.379 eV. As for the LUMO energy: 0.23 eV. The total energy is -16690.6487 eV. Its orbital gap is 9.61 eV.

Löwdin population analysis, charges in e, atoms 1 to 6: number 1, O, carries -0.04; number 2, H, carries 0.00; number 3, H, carries 0.02; number 4, O, carries -0.04; number 5, H, carries 0.06; number 6, H, carries 0.04

Below is a cluster of 5 separate species, C4H16O6S in total at a distorted geometry, with properties calculated with ωB97M-V/def2-TZVPD.

Geometry as ORCA input:
```
! wB97M-V def2-TZVPD RIJCOSX def2/J DEFGRID3
* xyz 0 1
O -1.436 1.232 1.613
C -1.202 0.107 1.467
O -1.680 -0.792 2.344
C -0.407 -0.740 0.529
C 0.906 -1.180 1.130
C 1.583 -1.982 0.029
S 2.877 -0.826 -0.746
H -2.181 -0.520 3.194
H -1.151 -1.541 0.098
H -0.213 -0.308 -0.483
H 0.545 -1.895 2.023
H 1.414 -0.287 1.470
H 2.145 -2.948 0.284
H 0.964 -2.117 -0.879
H 2.493 0.361 -0.286
H 1.069 0.582 -2.608
H 0.540 -0.603 -3.577
O 0.509 -0.254 -2.678
H -1.767 -0.049 -2.168
H -2.727 0.952 -1.613
O -2.331 0.075 -1.475
H -1.054 1.043 -1.092
H -0.014 1.976 -0.602
O -0.435 1.705 -1.474
H 0.896 2.512 2.567
H -0.139 2.737 1.376
O 0.795 2.758 1.558
*
```

As for the HOMO energy: -8.669 eV. As for the LUMO energy: 0.44 eV. The total energy is -27526.0744 eV. Its orbital gap is 9.11 eV.

Löwdin population analysis, charges in e, atoms 1 to 6: number 1, O, carries 0.13; number 2, C, carries -0.57; number 3, O, carries 0.06; number 4, C, carries -0.19; number 5, C, carries -0.27; number 6, C, carries -0.46

Below is a structure of composition C4H17FeO6 at a distorted geometry, with properties calculated with ωB97M-V/def2-TZVPD.

Geometry as ORCA input:
```
! wB97M-V def2-TZVPD RIJCOSX def2/J DEFGRID3
* xyz 0 6
Fe -0.298 0.480 -0.201
C -2.564 -0.793 1.651
O -1.844 -0.363 0.549
H -3.089 0.021 2.172
H -3.330 -1.526 1.352
H -1.908 -1.339 2.345
C 1.758 2.709 -1.350
O 1.051 1.616 -0.951
H 1.234 3.309 -2.120
H 1.932 3.461 -0.551
H 2.764 2.479 -1.730
C 2.019 -2.957 0.048
C 1.118 -2.073 0.901
O 0.953 -0.806 0.405
H 1.934 -3.977 0.443
H 3.070 -2.673 0.103
H 1.716 -3.028 -0.998
H 1.507 -2.077 1.932
H 0.143 -2.592 0.990
O -0.515 -0.593 -1.969
H -0.466 -0.259 -2.868
H -0.650 -1.542 -2.027
O -0.160 1.854 1.518
H -0.909 2.354 1.852
H 0.631 2.299 1.834
O -1.730 1.796 -1.014
H -2.648 1.502 -1.024
H -1.721 2.718 -1.287
*
```

As for the HOMO energy (alpha / beta): -8.080 / -7.989 eV. As for the LUMO energy (alpha / beta): 0.01 / -0.04 eV. The total energy is -51094.4839 eV. Its orbital gap (alpha / beta) is 8.09 / 7.95 eV.

Löwdin population analysis, charges in e, atoms 1 to 6: number 1, Fe, carries 0.94; number 2, C, carries -0.25; number 3, O, carries -0.40; number 4, H, carries 0.06; number 5, H, carries 0.07; number 6, H, carries 0.07

Below is a cluster of 3 separate species, C4H17N2O2 in total at a distorted geometry, with properties calculated with ωB97M-V/def2-TZVPD.

Geometry as ORCA input:
```
! wB97M-V def2-TZVPD RIJCOSX def2/J DEFGRID3
* xyz 0 2
N 0.722 -2.128 0.005
C -0.040 -1.487 1.208
C -1.053 -0.665 0.470
N -0.353 0.010 -0.578
C 0.437 1.213 -0.180
C 1.505 1.661 -1.258
H 1.705 -2.356 0.298
H 0.141 -2.889 -0.379
H 0.486 -1.124 -0.629
H 0.701 -0.892 1.737
H -0.594 -2.291 1.835
H -1.790 -1.278 -0.058
H -1.668 0.077 1.091
H -0.850 0.262 -1.425
H -0.325 2.057 -0.001
H 0.930 1.024 0.781
H 2.096 0.770 -1.442
H 2.136 2.491 -0.783
H 0.938 1.937 -2.154
H -0.085 0.252 3.961
H 1.279 0.423 4.370
O 0.821 0.100 3.583
H -2.054 0.939 -4.219
H -2.988 1.063 -3.001
O -2.096 0.830 -3.233
*
```

As for the HOMO energy (alpha / beta): -2.396 / -9.822 eV. As for the LUMO energy (alpha / beta): 0.47 / 0.34 eV. The total energy is -11494.5406 eV. Its orbital gap (alpha / beta) is 2.87 / 10.16 eV.

Löwdin population analysis, charges in e, atoms 1 to 6: number 1, N, carries -0.02; number 2, C, carries -0.28; number 3, C, carries -0.29; number 4, N, carries -0.13; number 5, C, carries -0.25; number 6, C, carries -0.09

Below is a cluster of 3 separate species, C4H17N2O2 in total at a distorted geometry, with properties calculated with ωB97M-V/def2-TZVPD.

Geometry as ORCA input:
```
! wB97M-V def2-TZVPD RIJCOSX def2/J DEFGRID3
* xyz 1 1
C 1.543 -0.328 -1.844
C 0.470 -0.372 -0.834
C 0.083 1.100 -0.536
C 0.295 1.852 0.720
N 0.008 0.963 1.955
N 0.923 -1.054 0.482
H 2.120 0.593 -1.911
H 2.405 -0.876 -1.413
H 1.256 -0.661 -2.862
H -0.383 -1.030 -1.080
H -1.047 1.002 -0.685
H 0.168 1.860 -1.450
H 1.434 1.826 0.831
H -0.119 2.845 0.657
H 0.654 1.130 2.757
H -0.877 1.253 2.292
H 0.848 -2.035 0.170
H 1.884 -0.850 0.725
H 0.352 -0.710 1.249
H -3.466 0.558 -2.396
H -4.239 1.401 -1.199
O -3.495 1.363 -1.791
H -0.835 -2.810 2.390
H 0.233 -3.901 2.061
O -0.214 -3.119 1.710
*
```

As for the HOMO energy: -13.998 eV. As for the LUMO energy: -2.83 eV. The total energy is -11491.3610 eV. Its orbital gap is 11.17 eV.

Löwdin population analysis, charges in e, atoms 1 to 6: number 1, C, carries -0.06; number 2, C, carries -0.31; number 3, C, carries -0.21; number 4, C, carries -0.21; number 5, N, carries -0.01; number 6, N, carries 0.17

Below is a cluster of 2 separate species, C4H17N5 in total at a distorted geometry, with properties calculated with ωB97M-V/def2-TZVPD.

Geometry as ORCA input:
```
! wB97M-V def2-TZVPD RIJCOSX def2/J DEFGRID3
* xyz 0 1
C 1.084 2.075 0.717
C 2.253 0.859 -1.178
N 1.976 0.827 0.244
N -0.176 2.187 0.106
H 2.850 0.875 0.758
H -0.684 1.303 0.086
H -0.139 2.583 -0.825
H 1.040 1.532 1.691
H 1.653 3.010 0.592
H 2.666 -0.107 -1.481
H 2.957 1.655 -1.466
H 1.331 1.017 -1.745
C -1.174 -1.605 0.839
C 0.273 -2.023 0.612
N -1.567 -0.510 -0.056
N -2.867 -0.019 0.208
N -1.493 -0.837 -1.428
H -3.535 -0.772 0.389
H -1.847 -1.778 -1.619
H -0.524 -0.780 -1.717
H -2.827 0.593 1.014
H -1.853 -2.470 0.712
H -1.290 -1.231 1.860
H 0.914 -1.142 0.617
H 0.587 -2.698 1.405
H 0.391 -2.544 -0.337
*
```

As for the HOMO energy: -8.584 eV. As for the LUMO energy: 1.01 eV. The total energy is -11871.5950 eV. Its orbital gap is 9.59 eV.

Löwdin population analysis, charges in e, atoms 1 to 6: number 1, C, carries -0.28; number 2, C, carries -0.18; number 3, N, carries -0.16; number 4, N, carries 0.01; number 5, H, carries 0.08; number 6, H, carries 0.03

Copy entry 2 word for word.
Below is a cluster of 5 separate species, C4H16NO2S in total at a distorted geometry, with properties calculated with ωB97M-V/def2-TZVPD.

Geometry as ORCA input:
```
! wB97M-V def2-TZVPD RIJCOSX def2/J DEFGRID3
* xyz 1 1
C -2.475 1.804 -1.864
C 4.028 0.130 -0.846
C 5.009 1.005 -0.820
S 0.787 -0.480 0.228
C 0.173 -1.905 -0.607
N -3.043 0.580 -1.324
H -1.471 1.983 -1.502
H -2.408 1.672 -2.943
H 4.010 -0.680 -0.128
H 3.148 0.264 -1.465
H 5.832 0.964 -0.101
H 5.053 1.825 -1.536
H -0.819 -2.152 -0.246
H 0.176 -1.669 -1.667
H 0.872 -2.730 -0.381
H -3.129 0.662 -0.306
H -3.049 2.713 -1.643
H -3.956 0.313 -1.660
H -0.342 -1.046 1.743
H -0.167 -1.541 3.237
O -0.804 -1.395 2.519
H -2.273 0.224 2.108
H -3.380 1.340 2.188
O -2.877 0.786 1.574
*
```

As for the HOMO energy: -12.879 eV. As for the LUMO energy: -9.48 eV. The total energy is -20815.1683 eV. Its orbital gap is 3.40 eV.

Löwdin population analysis, charges in e, atoms 1 to 6: number 1, C, carries -0.14; number 2, C, carries -0.10; number 3, C, carries -0.03; number 4, S, carries 0.99; number 5, C, carries -0.39; number 6, N, carries 0.04